*A*
C4H7N3O | the ωB97M-V functional and the def2-TZVPD basis

```
15
Properties=species:S:1:pos:R:3:lowdin_charge:R:1
C -1.71121 0.25729 0.09135 -0.495
C 1.76626 -0.41396 -0.09245 -0.175
C 1.60980 1.06851 -0.23782 -0.044
C 0.37326 1.32185 0.18997 -0.068
H -1.57952 -1.78027 -0.53265 0.139
H -3.15009 -1.02435 -0.66567 0.146
H 0.43915 -1.36699 1.34728 0.155
H 2.58489 -0.90290 0.52851 0.135
H 1.82793 -0.87213 -1.03274 0.079
H 2.30271 1.81908 -0.40464 0.073
H -0.12021 2.28006 0.18319 0.124
N -2.19950 -0.96916 -0.15996 0.119
N -0.32056 0.13452 0.30689 -0.131
N 0.46638 -0.98223 0.35352 -0.014
O -2.28930 1.43068 0.12522 -0.044
```

As for the SMILES: NC(=O)N1C=CCN1. The calculation puts the frontier orbital gap at 0.3158 Eh. As for the HOMO energy: -7.8 eV. The value obtained for the LUMO energy is 0.7691 eV.

*B*
C4H7N3O | the ωB97M-V functional and the def2-TZVPD basis

```
15
Properties=species:S:1:pos:R:3:lowdin_charge:R:1
C 0.77168 -0.14793 0.26123 -0.397
N 0.08451 -1.39822 0.61589 -0.072
C -0.06271 1.11300 0.17928 -0.248
N -0.58723 -1.99719 -0.53540 -0.010
C 0.51653 2.32924 0.22227 0.109
O 1.43509 -0.31577 -0.98140 -0.015
C -1.48356 1.03414 0.06256 -0.207
N -2.64051 0.99810 0.00309 0.159
H 0.77175 -0.83007 -1.47580 0.072
H -0.55360 -1.21082 1.39625 0.118
H 1.54848 0.00409 1.02027 0.148
H 0.04126 -2.67325 -0.98886 0.084
H -1.37511 -2.58191 -0.22804 0.093
H 1.59629 2.43053 0.29277 0.083
H -0.06289 3.24605 0.15588 0.081
```

As for the SMILES: C=C(C#N)[C@H](O)NN. The calculation puts the frontier orbital gap at 0.3397 Eh. As for the HOMO energy: -8.9 eV. The value obtained for the LUMO energy is 0.3170 eV.

Energy relative to the most stable one, in kJ/mol: *A* 0.0; *B* 20.7

*A*
C4H7N3O | the ωB97M-V functional and the def2-TZVPD basis

```
15
Properties=species:S:1:pos:R:3:lowdin_charge:R:1
C -1.61008 -0.55564 0.61962 -0.131
C -0.43026 -0.52442 -0.46263 -0.265
C 0.85846 -1.28329 -0.40428 -0.097
C 0.97613 1.40959 -0.17777 -0.150
H -1.88296 1.25315 -0.03744 0.062
H -1.37131 -0.11479 1.58268 0.113
H -2.06670 -1.51990 0.61486 0.102
H -0.96034 -0.78268 -1.40190 0.141
H 0.86564 -2.32475 -0.64089 0.093
H 2.77658 0.88510 0.93609 0.101
H 1.43512 2.45492 -0.48490 0.152
N 2.02137 -0.81296 0.01188 0.037
N 1.97809 0.52857 0.44945 -0.042
N -0.14684 0.94284 -0.53327 0.020
O -2.44291 0.44427 -0.07150 -0.137
```

As for the SMILES: OC[C@@H]1C=NNC=N1. The calculation puts the frontier orbital gap at 0.3509 Eh. As for the HOMO energy: -8.7 eV. The value obtained for the LUMO energy is 0.8508 eV.

*B*
C4H7N3O | the ωB97M-V functional and the def2-TZVPD basis

```
15
Properties=species:S:1:pos:R:3:lowdin_charge:R:1
C -0.06572 0.60787 -0.12142 -0.296
C -1.29746 -0.04643 0.00153 -0.336
C -1.06776 -1.44168 -0.03897 -0.032
C 0.34105 -1.57904 0.03539 -0.097
H 0.82844 2.18700 0.68952 0.094
H -0.62910 2.41858 -0.13749 0.097
H -3.30372 -0.22581 0.03254 0.156
H -1.97628 -2.07482 -0.21679 0.116
H 0.92032 -2.44696 -0.24300 0.100
H 2.70381 0.04306 0.88793 0.123
H 2.58524 0.64925 -0.62505 0.079
N 0.25999 1.92358 -0.11632 0.098
N 0.95608 -0.35665 -0.05816 -0.173
N 2.29209 -0.13472 -0.07848 0.071
O -2.54699 0.47677 -0.01123 0.000
```

As for the SMILES: Nc1c(O)ccn1N. The calculation puts the frontier orbital gap at 0.2851 Eh. As for the HOMO energy: -7.0 eV. The value obtained for the LUMO energy is 0.7616 eV.

Energy relative to the most stable one, in kJ/mol: *A* 61.2; *B* 0.0

*A*
C4H7N3O | the ωB97M-V functional and the def2-TZVPD basis

```
15
Properties=species:S:1:pos:R:3:lowdin_charge:R:1
C 1.47933 -1.47512 -0.59135 -0.011
N 0.74217 -0.31890 -0.08795 -0.011
C 1.17058 0.71790 0.46523 -0.238
O 1.78279 1.43403 1.14574 0.242
H 1.44275 -1.44703 -1.68086 0.095
H 0.98179 -2.36741 -0.21400 0.096
H 2.51564 -1.44362 -0.25871 0.094
C -1.02475 1.53497 -0.22823 -0.231
C -1.03087 -0.13526 -0.33701 -0.383
N -1.44426 2.11220 0.81355 0.092
N -1.68920 -0.84296 0.53408 -0.012
H -1.72313 1.40605 1.51117 0.048
H -1.16700 -1.03684 1.38501 0.020
H -0.70446 2.14758 -1.07719 0.095
H -1.33137 -0.28557 -1.37949 0.103
```

The calculation puts the frontier orbital gap at 0.2686 Eh. As for the HOMO energy: -7.7 eV. The value obtained for the LUMO energy is -0.3936 eV.

*B*
C4H7N3O | the ωB97M-V functional and the def2-TZVPD basis

```
15
Properties=species:S:1:pos:R:3:lowdin_charge:R:1
C 0.55832 -0.07548 1.27110 -0.520
C -0.15182 0.10650 -1.46793 -0.271
N 0.09353 0.89821 2.10006 0.118
N -0.63491 -0.47162 -2.58116 0.114
C -0.67138 -0.53961 0.20556 -0.370
C 0.61394 0.87159 -0.84042 0.197
N 1.66568 -0.67465 1.47089 0.094
O -1.82569 -0.20611 0.51474 -0.050
H -0.91018 1.02340 2.08572 0.088
H 0.58586 1.02867 2.96990 0.101
H -0.26685 -0.14201 -3.46134 0.109
H -1.63321 -0.63038 -2.57040 0.113
H 1.88608 -1.33284 0.72816 0.036
H -0.39412 -1.58646 0.00809 0.148
H 1.08474 1.73079 -0.43298 0.092
```

The calculation puts the frontier orbital gap at 0.3101 Eh. As for the HOMO energy: -8.5 eV. The value obtained for the LUMO energy is -0.0758 eV.

Energy relative to the most stable one, in kJ/mol: *A* 0.0; *B* 5.7

*A*
C4H7N3O | the ωB97M-V functional and the def2-TZVPD basis

```
15
Properties=species:S:1:pos:R:3:lowdin_charge:R:1
C -1.03609 1.41622 1.05862 -0.110
C -0.09129 0.65919 0.05750 -0.222
C 0.41029 0.89655 -1.14949 -0.133
C -0.11792 -0.89595 0.07320 -0.417
H -1.33770 1.26684 2.40124 0.175
H -0.79091 2.46376 0.90490 0.020
H -2.26689 1.42780 0.66585 0.132
H 0.08607 1.86884 -1.86477 0.191
H 1.72606 -0.79544 -2.43661 0.292
H 1.21000 -2.49809 0.47812 0.191
H -0.56610 -0.72479 1.89790 0.105
N 0.79462 -0.24527 -1.80000 -0.076
N 0.46555 -1.36799 -1.10932 -0.070
N -0.34053 -1.59018 1.15374 0.093
O 1.85483 -1.88148 -0.33088 -0.171
```

The calculation puts the frontier orbital gap at 0.3119 Eh. As for the HOMO energy: -8.4 eV. The value obtained for the LUMO energy is 0.0582 eV.

*B*
C4H7N3O | the ωB97M-V functional and the def2-TZVPD basis

```
15
Properties=species:S:1:pos:R:3:lowdin_charge:R:1
C 1.63049 0.85723 -0.33723 -0.491
C -0.49016 0.25249 0.42422 -0.422
N 2.77648 0.26082 -0.72394 0.145
N -0.91449 1.51261 0.67518 0.141
C -1.60843 -0.97505 0.69591 -0.083
C -1.77718 -1.99249 -0.14464 -0.019
N 0.57549 -0.29320 0.04375 0.140
O 1.50572 2.07289 -0.37311 0.020
H 2.79169 -0.73927 -0.83401 0.096
H 3.61318 0.80914 -0.86036 0.110
H -1.90028 1.69132 0.53900 0.104
H -0.28234 2.23051 0.31567 0.079
H -2.23933 -0.81385 1.56407 0.075
H -2.56219 -2.72857 0.01064 0.052
H -1.11865 -2.14459 -0.99516 0.054
```

As for the SMILES: C=C/C(N)=N/C(N)=O. The calculation puts the frontier orbital gap at 0.3794 Eh. As for the HOMO energy: -9.3 eV. The value obtained for the LUMO energy is 0.9887 eV.

*C*
C4H7N3O | the ωB97M-V functional and the def2-TZVPD basis

```
15
Properties=species:S:1:pos:R:3:lowdin_charge:R:1
C -0.69575 -1.61668 -0.48295 -0.056
C -0.66476 -0.23267 0.21245 -0.433
C 0.56339 0.48986 -0.21833 -0.288
C 0.62581 1.74726 -0.74595 -0.026
H -1.59357 -2.10833 -0.04651 0.081
H 0.18156 -2.22064 -0.23975 0.077
H -0.86008 -1.51393 -1.53948 0.066
H -1.43827 0.38185 -0.24694 0.130
H -0.16002 0.31528 2.10195 0.072
H -1.62983 -0.30102 2.01683 0.068
H -0.00617 2.57699 -1.06757 0.142
N -0.71356 -0.37956 1.63476 0.061
N 2.63111 0.90992 -0.43545 0.026
N 1.82372 0.00853 -0.01417 0.110
O 1.93642 1.94313 -0.92890 -0.031
```

As for the SMILES: C[C@@H](N)c1conn1. The calculation puts the frontier orbital gap at 0.3834 Eh. As for the HOMO energy: -9.7 eV. The value obtained for the LUMO energy is 0.7785 eV.

Energy relative to the most stable one, in kJ/mol: *A* 802.1; *B* 0.0; *C* 148.7